Arrangement one

Formula: C2H3N3O
Source: OMol25
Level of theory: the ωB97M-V functional and the def2-TZVPD basis

Geometry as ORCA input:
```
! wB97M-V def2-TZVPD RIJCOSX def2/J DEFGRID3
* xyz 0 1
O 2.214 -0.767 -0.244
C 1.033 -0.502 -0.310
N -0.110 -1.275 -0.563
C -1.082 -0.533 -0.149
N -0.709 0.660 0.429
N 0.643 0.786 0.054
H -2.132 -0.816 -0.225
H -1.309 1.476 0.347
H 1.451 0.971 0.662
*
```

***

Arrangement two

Formula: C2H3N3O
Source: OMol25
Level of theory: the ωB97M-V functional and the def2-TZVPD basis

Geometry as ORCA input:
```
! wB97M-V def2-TZVPD RIJCOSX def2/J DEFGRID3
* xyz 0 1
O 2.358 -0.042 0.045
C 0.989 -0.195 0.085
N 0.231 0.770 0.600
N -1.064 0.458 0.387
C -1.463 -0.608 -0.227
N 0.634 -1.318 -0.455
H 2.578 0.276 -0.845
H -1.686 1.197 0.728
H -2.591 -0.570 -0.333
*
```

***

Arrangement three

Formula: C2H3N3O
Source: OMol25
Level of theory: the ωB97M-V functional and the def2-TZVPD basis

Geometry as ORCA input:
```
! wB97M-V def2-TZVPD RIJCOSX def2/J DEFGRID3
* xyz 0 1
O -1.264 -0.467 -0.992
C 0.049 -1.360 -0.178
N 0.023 -0.923 1.154
N 0.332 0.352 1.118
C 0.544 0.868 -0.083
N 0.370 -0.139 -0.989
H -1.299 -1.076 -1.749
H 0.429 0.851 1.998
H 0.816 1.894 -0.279
*
```

***

Arrangement four

Formula: C2H3N3O
Source: OMol25
Level of theory: the ωB97M-V functional and the def2-TZVPD basis

Geometry as ORCA input:
```
! wB97M-V def2-TZVPD RIJCOSX def2/J DEFGRID3
* xyz 0 1
N -0.085 -1.407 -1.469
C 0.413 -0.517 -0.790
C 0.038 0.250 0.248
N 0.757 1.237 0.912
N -1.281 -0.071 0.519
O -1.841 -1.031 0.032
H 0.728 -2.027 -1.502
H 0.271 1.554 1.739
H 0.998 2.014 0.308
*
```

***

Most stable structure - arrangement one; separation to the second - 0.1384 hartree.

***

Arrangement one

Formula: C2H3N3O
Source: OMol25
Level of theory: the ωB97M-V functional and the def2-TZVPD basis

Geometry as ORCA input:
```
! wB97M-V def2-TZVPD RIJCOSX def2/J DEFGRID3
* xyz 0 1
O 1.593 0.910 0.822
C 0.446 0.443 0.323
N -0.713 1.020 0.356
C -1.484 0.114 -0.341
N -0.880 -0.956 -0.774
N 0.423 -0.750 -0.352
H 2.320 0.489 0.338
H -2.540 0.270 -0.518
H 0.796 -1.523 0.178
*
```

***

Arrangement two

Formula: C2H3N3O
Source: OMol25
Level of theory: the ωB97M-V functional and the def2-TZVPD basis

Geometry as ORCA input:
```
! wB97M-V def2-TZVPD RIJCOSX def2/J DEFGRID3
* xyz 0 1
N 1.686 0.231 0.252
C 0.386 -0.130 0.051
N -0.518 0.860 -0.228
C -1.632 0.218 -0.161
O -1.500 -1.092 0.049
N -0.120 -1.329 0.206
H 1.941 1.066 -0.257
H 2.351 -0.522 0.218
H -2.594 0.698 -0.128
*
```

***

Most stable structure - arrangement one; separation to the second - 0.0132 hartree.

***

Arrangement one

Formula: C2H3N3O
Source: OMol25
Level of theory: the ωB97M-V functional and the def2-TZVPD basis

Geometry as ORCA input:
```
! wB97M-V def2-TZVPD RIJCOSX def2/J DEFGRID3
* xyz 0 1
O 1.548 1.203 0.340
C 0.554 0.357 0.027
C 0.385 -0.977 0.472
N -0.858 -1.336 0.212
N -1.402 -0.215 -0.374
N -0.520 0.764 -0.592
H 1.145 2.083 0.255
H 1.214 -1.598 0.796
H -2.066 -0.281 -1.137
*
```

***

Arrangement two

Formula: C2H3N3O
Source: OMol25
Level of theory: the ωB97M-V functional and the def2-TZVPD basis

Geometry as ORCA input:
```
! wB97M-V def2-TZVPD RIJCOSX def2/J DEFGRID3
* xyz 0 1
C 0.763 -0.966 -0.189
C 0.166 0.206 -0.215
N 1.034 1.159 0.092
N 2.093 0.633 0.212
N -2.121 0.410 -0.185
O 2.049 -0.694 -0.011
H 0.409 -1.889 -0.369
H -1.944 1.344 0.102
H -2.450 -0.203 0.563
*
```

***

Most stable structure - arrangement one; separation to the second - 0.1913 hartree.

***

Arrangement one

Formula: C2H3N3O
Source: OMol25
Level of theory: the ωB97M-V functional and the def2-TZVPD basis

Geometry as ORCA input:
```
! wB97M-V def2-TZVPD RIJCOSX def2/J DEFGRID3
* xyz 0 1
O -1.804 1.148 -0.001
C -0.729 0.512 0.001
N 0.620 0.726 0.031
C 1.192 -0.542 0.006
N 0.301 -1.492 -0.036
N -0.905 -0.797 -0.038
H 1.081 1.621 0.065
H 2.269 -0.693 0.022
H -2.025 -0.482 -0.050
*
```

***

Arrangement two

Formula: C2H3N3O
Source: OMol25
Level of theory: the ωB97M-V functional and the def2-TZVPD basis

Geometry as ORCA input:
```
! wB97M-V def2-TZVPD RIJCOSX def2/J DEFGRID3
* xyz 0 1
C -1.133 0.053 -0.003
C 0.372 0.018 -0.059
N 1.020 -1.053 0.852
O 1.322 -2.050 0.271
N 1.865 1.832 -0.706
N 1.124 1.008 -0.395
H -1.511 0.972 -0.462
H -1.569 -0.803 -0.536
H -1.490 0.021 1.039
*
```

***

Most stable structure - arrangement one; separation to the second - 0.1029 hartree.